No. 1
{"formula": "C3H3ClO2", "method": "wB97M-V/def2-TZVPD", "elements": ["C", "C", "C", "O", "O", "Cl", "H", "H", "H"], "positions_angstrom": [[-0.720, 1.391, -0.194], [-3.922, -0.236, 1.075], [-1.265, 1.404, -1.361], [-0.211, 1.639, 0.813], [-3.357, -1.346, 1.001], [-4.774, -0.129, -0.576], [-2.291, 1.334, -1.419], [-3.659, -1.947, 0.366], [-0.683, 1.080, -2.229]], "relative_energy_ev": 3.4479, "homo_ev": -9.39, "lumo_energy_ev": 0.04}


No. 2
{"formula": "C6H12O", "method": "wB97M-V/def2-TZVPD", "elements": ["C", "C", "C", "C", "C", "C", "O", "H", "H", "H", "H", "H", "H", "H", "H", "H", "H", "H", "H"], "positions_angstrom": [[2.558, -0.371, 0.180], [1.509, 0.563, -0.420], [0.143, 0.445, 0.254], [-1.052, 0.868, -0.601], [-2.195, 0.087, 0.049], [-1.496, -1.215, 0.461], [-0.111, -0.923, 0.566], [2.665, -0.223, 1.260], [2.266, -1.410, 0.016], [3.535, -0.205, -0.285], [1.843, 1.606, -0.351], [1.401, 0.340, -1.489], [0.147, 1.029, 1.191], [-1.212, 1.949, -0.620], [-0.895, 0.525, -1.632], [-3.038, -0.089, -0.624], [-2.573, 0.624, 0.926], [-1.866, -1.604, 1.417], [-1.630, -1.997, -0.298]], "relative_energy_ev": 0.4456, "smiles": "CC[C@H]1CCCO1", "homo_ev": -9.45, "lumo_energy_ev": 1.16}


No. 3
{"formula": "C21H25N5O4", "method": "wB97M-V/def2-TZVPD", "elements": ["C", "C", "O", "C", "C", "C", "C", "C", "C", "N", "C", "O", "C", "N", "N", "N", "C", "C", "C", "C", "C", "O", "C", "C", "C", "O", "C", "C", "C", "N", "H", "H", "H", "H", "H", "H", "H", "H", "H", "H", "H", "H", "H", "H", "H", "H", "H", "H", "H", "H", "H", "H", "H", "H", "H"], "positions_angstrom": [[-2.145, -0.602, -3.644], [-2.593, 0.812, -3.983], [-3.147, 1.361, -2.803], [-3.551, 2.662, -2.782], [-3.641, 3.500, -3.880], [-4.082, 4.807, -3.720], [-4.431, 5.282, -2.472], [-4.340, 4.457, -1.361], [-3.902, 3.153, -1.507], [-3.761, 2.245, -0.450], [-3.863, 2.465, 0.871], [-4.198, 3.489, 1.420], [-3.537, 1.196, 1.702], [-2.388, 0.498, 1.224], [-2.331, -0.086, 0.048], [-1.151, -0.577, -0.081], [-0.482, -0.283, 1.054], [0.884, -0.667, 1.322], [1.486, -0.348, 2.533], [2.791, -0.728, 2.770], [3.535, -1.423, 1.821], [4.848, -1.768, 1.988], [5.470, -1.628, 3.250], [5.016, -2.685, 4.253], [2.920, -1.769, 0.597], [3.512, -2.412, -0.450], [4.495, -3.409, -0.234], [3.969, -4.578, 0.592], [1.607, -1.380, 0.372], [-1.262, 0.403, 1.891], [-3.007, -1.215, -3.398], [-1.486, -0.583, -2.781], [-1.623, -1.039, -4.490], [-1.738, 1.420, -4.310], [-3.343, 0.798, -4.785], [-3.371, 3.145, -4.862], [-4.148, 5.449, -4.585], [-4.772, 6.299, -2.354], [-4.600, 4.819, -0.380], [-3.438, 1.327, -0.762], [-3.351, 1.494, 2.735], [-4.409, 0.535, 1.658], [0.930, 0.198, 3.279], [3.239, -0.455, 3.712], [6.535, -1.756, 3.034], [5.323, -0.618, 3.649], [5.551, -2.553, 5.189], [5.225, -3.679, 3.864], [3.948, -2.606, 4.443], [5.389, -2.985, 0.231], [4.745, -3.745, -1.244], [3.072, -4.987, 0.134], [4.726, -5.357, 0.649], [3.725, -4.253, 1.600], [1.149, -1.640, -0.568]], "relative_energy_ev": 4.2878, "smiles": "CCOc1ccccc1NC(=O)Cn1nnc(-c2ccc(OCC)c(OCC)c2)n1", "homo_ev": -8.14, "lumo_energy_ev": 0.73}


No. 4
{"formula": "HN2OP", "method": "wB97M-V/def2-TZVPD", "elements": ["N", "N", "O", "P", "H"], "positions_angstrom": [[0.903, 1.501, -0.468], [-0.262, 0.225, 0.608], [1.669, 1.060, -1.189], [-0.601, -1.131, -0.009], [-1.708, -1.655, 1.058]], "relative_energy_ev": 5.1350, "homo_ev": [-8.76, -8.42], "lumo_energy_ev": [-0.81, -1.07]}